1.
Below is an isolated ion of composition C4H9NO2P and charge -1, with properties calculated with ωB97M-V/def2-TZVPD.

For the orbital gap, the calculation gives 7.16 eV. Its spin multiplicity is 1. The total charge is -1. The value obtained for the HOMO energy is -3.06 eV. The value obtained for the energy relative to the best compared isomer or geometry (same formula, charge and spin) is 99.28 kcal per mole.

Each atom is followed by the atoms it is bonded to, with distances in Å.
Positions of all 17 atoms, in Å:
1 C 1.5968 -1.2587 -1.2127  C4 1.290, H9 1.165, H10 1.088
2 C 0.0560 -1.9449 0.6604  C4 1.501, H12 1.126, H13 1.191, H14 1.002
3 C -1.6632 1.4261 0.8032  N5 1.427, H15 1.163, H16 1.128, H17 1.091
4 C 0.9324 -1.0198 -0.1336  C1 1.290, C2 1.501, P8 1.893
5 N -0.7236 0.8342 -0.0933  C3 1.427, O6 1.432, P8 1.805
6 O -0.6413 1.4557 -1.3803  N5 1.432, H11 1.010
7 O 1.8031 1.5061 -0.4196  P8 1.499
8 P 0.9582 0.7432 0.5562  C4 1.893, N5 1.805, O7 1.499
9 H 2.1828 -0.3749 -1.6946  C1 1.165
10 H 1.7123 -2.1649 -1.8043  C1 1.088
11 H 0.1985 2.0020 -1.2558  O6 1.010
12 H 0.5989 -2.6189 1.3808  C2 1.126
13 H -0.6308 -1.2460 1.3378  C2 1.191
14 H -0.5195 -2.5230 0.0778  C2 1.002
15 H -1.1946 2.4269 1.1648  C3 1.163
16 H -2.5994 1.8566 0.3432  C3 1.128
17 H -2.0667 0.9003 1.6701  C3 1.091



2.
Below is a 2-piece molecular cluster, C4H13N2O overall, with properties calculated with ωB97M-V/def2-TZVPD.

For the orbital gap, the calculation gives 11.05 eV. Its spin multiplicity is 1. The total charge is +1. The value obtained for the HOMO energy is -14.09 eV. The value obtained for the energy relative to the best compared isomer or geometry (same formula, charge and spin) is 38.44 kcal per mole.

Each atom is followed by the atoms it is bonded to, with distances in Å.
Positions of all 20 atoms, in Å:
1 C 0.7552 -2.7321 0.5353  C2 1.536, H5 1.076, H6 1.071, H9 1.103
2 C 1.4891 -1.3898 0.4000  C1 1.536, O3 1.223, N4 1.405
3 O 1.4806 -0.6769 -0.5942  C2 1.223
4 N 1.8655 -0.8349 1.6342  C2 1.405, H7 1.061, H8 0.951
5 H -0.3056 -2.5716 0.4580  C1 1.076
6 H 0.9160 -3.3533 1.3934  C1 1.071
7 H 2.3531 0.1044 1.5523  N4 1.061
8 H 2.2550 -1.3433 2.3370  N4 0.951
9 H 0.6942 -3.4144 -0.3294  C1 1.103
10 C -0.9889 1.0958 -0.3973  C11 1.452, N12 1.543, H13 1.132, H14 1.173
11 C -2.1183 1.9349 -0.0402  C10 1.452, H15 1.066, H16 1.105, H20 1.059
12 N -0.0989 1.3892 -1.6228  C10 1.543, H17 0.964, H18 1.087, H19 0.966
13 H -0.2699 1.2628 0.4607  C10 1.132
14 H -1.2133 -0.0367 -0.6045  C10 1.173
15 H -2.9201 1.8061 -0.7313  C11 1.066
16 H -1.8301 2.9444 0.3053  C11 1.105
17 H 0.2925 2.2629 -1.5060  N12 0.964
18 H 0.7292 0.6861 -1.5837  N12 1.087
19 H -0.5204 1.3519 -2.4907  N12 0.966
20 H -2.5648 1.5146 0.8238  C11 1.059



3.
Below is an isolated ion of composition C4H8NO and charge +1, with properties calculated with ωB97M-V/def2-TZVPD.

For the orbital gap (spin up / spin down), the calculation gives 7.49 / 7.61 eV. Its spin multiplicity is 3. The total charge is +1. The value obtained for the HOMO energy (spin up / spin down) is -13.09 / -14.56 eV. The value obtained for the energy relative to the best compared isomer or geometry (same formula, charge and spin) is 45.24 kcal per mole. As for the expectation value of S²: 2.02.

Each atom is followed by the atoms it is bonded to, with distances in Å.
Positions of all 14 atoms, in Å:
1 C 2.8210 0.3601 0.3717  O6 1.294, H7 1.060, H8 1.038
2 C -0.3917 -1.0395 -0.5440  C3 1.472, N5 1.449, H9 1.139, H10 1.031
3 C 0.6876 -0.1106 -0.1693  C2 1.472, O6 1.310, H11 1.069
4 C -2.1611 0.4350 0.2820  N5 1.351, H12 1.150, H13 1.211, H14 1.121
5 N -1.2249 -0.5100 0.5166  C2 1.449, C4 1.351
6 O 1.8889 -0.5134 0.1636  C1 1.294, C3 1.310
7 H 3.7258 0.1805 0.8934  C1 1.060
8 H 2.4901 1.2870 0.0409  C1 1.038
9 H -0.7694 -0.8738 -1.6060  C2 1.139
10 H -0.1130 -1.9949 -0.2730  C2 1.031
11 H 0.5432 0.9462 -0.2380  C3 1.069
12 H -1.9607 1.0593 -0.6624  C4 1.150
13 H -3.1458 -0.2060 -0.0105  C4 1.211
14 H -2.3901 0.9803 1.2348  C4 1.121



One value per record, in order, for max |F|: 5.018, 4.866, 3.597 eV/Å.